The following is a quantum chemistry calculation of C31H35CrN3O3SSi as an isolated structure, from the Open Molecules 2025 dataset.

XYZ file:
```
75
C31H35CrN3O3SSi (ωB97M-V/def2-TZVPD)
Cr -0.133 -0.603 0.002
O -1.955 -0.505 0.635
C -2.674 0.544 0.959
C -3.941 0.315 1.536
C -4.744 1.344 1.988
C -4.306 2.661 1.897
C -3.073 2.899 1.309
C -2.265 1.889 0.797
C -1.006 2.321 0.064
N 0.024 1.301 0.081
N 1.266 1.844 -0.175
C 2.140 0.896 -0.324
O 1.808 -0.377 -0.263
C 3.568 1.237 -0.518
C 3.990 2.564 -0.630
C 5.327 2.863 -0.841
C 6.268 1.843 -0.941
C 5.857 0.524 -0.818
C 4.518 0.221 -0.606
H -4.253 -0.719 1.626
H -5.708 1.118 2.430
H -4.906 3.479 2.278
H -2.712 3.920 1.230
H -0.624 3.205 0.589
H 3.247 3.347 -0.546
H 5.639 3.897 -0.927
H 7.311 2.079 -1.111
H 6.583 -0.278 -0.886
H 4.185 -0.804 -0.503
C -2.084 -1.783 -3.679
C -1.783 -3.132 -3.771
C -1.018 -3.730 -2.787
C -0.545 -2.969 -1.720
N -0.812 -1.648 -1.671
C -1.577 -1.083 -2.604
C 0.200 -3.494 -0.557
C 0.671 -4.809 -0.513
C 1.328 -5.262 0.616
C 1.511 -4.397 1.692
C 1.049 -3.090 1.626
C 0.379 -2.591 0.505
H -2.672 -1.272 -4.427
H -2.150 -3.719 -4.604
H -0.803 -4.788 -2.827
H -1.770 -0.026 -2.479
H 0.539 -5.482 -1.354
H 1.699 -6.280 0.659
H 2.026 -4.747 2.581
H 1.228 -2.437 2.475
C 2.175 1.971 -3.872
S 1.013 0.637 -3.544
C 2.214 -0.698 -3.491
O 0.245 0.443 -4.811
H 2.685 1.770 -4.814
H 2.876 2.056 -3.043
H 1.586 2.884 -3.949
H 2.905 -0.553 -2.663
H 2.724 -0.738 -4.454
H 1.647 -1.613 -3.323
C -2.524 3.741 -3.897
Si -2.875 3.472 -2.067
C -3.370 5.140 -1.345
C -4.318 2.277 -1.929
C -1.275 2.745 -1.404
H -3.419 4.070 -4.432
H -2.167 2.822 -4.368
H -1.753 4.504 -4.038
H -4.061 5.640 -2.030
H -2.504 5.793 -1.209
H -3.870 5.032 -0.382
H -5.218 2.730 -2.356
H -4.528 2.008 -0.892
H -4.121 1.353 -2.479
H -0.448 3.395 -1.719
H -1.140 1.846 -2.018
```

Calculated values
- HOMO-LUMO gap (alpha / beta) (eV) = 6.49 / 6.73
- E_LUMO (alpha / beta) (eV) = 2.647 / 2.647
- multiplicity = 4
- total charge = -1
- ⟨S²⟩ = 3.808


The following is a quantum chemistry calculation of C42H37Cl3N4O3V as an isolated structure, from the Open Molecules 2025 dataset.

XYZ file:
```
90
C42H37Cl3N4O3V (ωB97M-V/def2-TZVPD)
V 1.358 0.798 -0.434
C -0.285 -5.725 0.362
C -1.148 -4.959 1.308
C -2.095 -5.596 2.100
C -2.910 -4.882 2.963
C -2.790 -3.498 3.059
C -1.857 -2.838 2.287
C -1.037 -3.560 1.417
N -0.148 -2.894 0.559
C 0.399 -1.671 0.726
N 0.594 -1.239 1.984
C 1.273 -0.095 2.420
C 1.624 0.918 1.528
C 2.364 1.999 1.997
C 2.727 2.081 3.333
C 2.345 1.080 4.217
C 1.614 -0.018 3.787
C 1.227 -1.099 4.748
N 0.758 -0.956 -0.334
C 0.420 -1.456 -1.628
C 1.441 -1.937 -2.452
C 1.139 -2.431 -3.708
C -0.178 -2.447 -4.147
C -1.189 -1.977 -3.329
C -0.917 -1.471 -2.060
C -2.039 -0.981 -1.189
H -0.427 -6.792 0.506
H 0.770 -5.497 0.505
H -0.550 -5.498 -0.672
H -2.198 -6.668 2.036
H -3.652 -5.396 3.552
H -3.434 -2.940 3.719
H -1.799 -1.760 2.307
H -0.018 -3.323 -0.354
H 0.408 -1.919 2.717
H 2.674 2.788 1.311
H 3.311 2.917 3.687
H 2.645 1.140 5.252
H 1.511 -0.811 5.756
H 1.746 -2.029 4.516
H 0.154 -1.286 4.747
H 2.462 -1.941 -2.087
H 1.926 -2.804 -4.343
H -0.414 -2.834 -5.126
H -2.212 -2.000 -3.674
H -2.798 -0.498 -1.799
H -1.692 -0.273 -0.431
H -2.521 -1.820 -0.685
Cl 7.295 0.684 -4.508
C 6.020 0.692 -3.383
C 4.706 0.886 -3.833
C 3.687 0.883 -2.912
Cl 2.047 1.212 -3.287
C 3.924 0.642 -1.538
O 2.900 0.580 -0.757
C 5.256 0.479 -1.103
Cl 5.506 0.219 0.574
C 6.288 0.519 -2.020
H 4.508 1.041 -4.883
H 7.304 0.412 -1.673
C -4.236 3.396 -0.933
O -2.948 3.406 -0.334
C -2.666 2.535 0.648
C -3.482 1.460 1.004
C -3.180 0.666 2.091
C -2.050 0.928 2.859
C -1.215 1.970 2.517
C -1.487 2.763 1.399
N -0.672 3.880 1.152
C -0.399 4.452 0.008
C -0.645 3.914 -1.293
C -1.027 4.793 -2.322
C -1.409 4.313 -3.557
C -1.371 2.946 -3.819
C -0.945 2.060 -2.849
C -0.546 2.522 -1.590
O 0.047 1.692 -0.766
H -4.252 4.260 -1.594
H -5.026 3.495 -0.187
H -4.384 2.486 -1.518
H -4.373 1.266 0.433
H -3.855 -0.131 2.361
H -1.857 0.354 3.751
H -0.353 2.198 3.127
H -0.353 4.348 2.001
H 0.018 5.453 0.049
H -1.076 5.852 -2.113
H -1.749 4.996 -4.319
H -1.648 2.576 -4.794
H -0.881 0.997 -3.045
```

Calculated values
- HOMO-LUMO gap (eV) = 5.09
- E_LUMO (eV) = -10.447
- total charge = +3


The following is a quantum chemistry calculation of C15H41MnNO19S5 as an isolated structure, from the Open Molecules 2025 dataset.

XYZ file:
```
82
C15H41MnNO19S5 (ωB97M-V/def2-TZVPD)
Mn -3.144 -0.994 1.674
N -0.413 0.632 1.367
O -1.197 -0.371 1.179
O -0.724 1.719 0.837
O 0.597 0.490 2.007
O -2.860 -1.410 3.536
H -2.071 -1.966 3.543
O -2.865 4.330 5.450
S -2.834 4.787 4.098
O -4.015 5.123 3.389
O -1.950 6.101 4.031
C -0.700 6.135 4.726
C 0.394 6.614 3.797
C -1.866 3.684 3.131
H -0.432 5.162 5.145
H -0.789 6.801 5.585
H 0.330 6.119 2.825
H 1.378 6.389 4.206
H 0.314 7.685 3.609
H -1.812 4.124 2.138
H -2.328 2.704 3.077
H -0.868 3.626 3.557
O 2.615 1.808 -2.951
S 1.623 0.798 -2.985
O 0.413 0.965 -3.728
O 2.340 -0.510 -3.543
C 1.545 -1.506 -4.206
C 2.057 -2.872 -3.784
C 1.271 0.322 -1.320
H 1.640 -1.347 -5.281
H 0.483 -1.376 -3.993
H 1.366 -3.648 -4.126
H 2.130 -2.936 -2.698
H 3.029 -3.087 -4.223
H 1.904 -0.499 -1.007
H 0.248 -0.067 -1.253
H 1.281 1.235 -0.729
O -2.669 -2.927 0.832
S -1.720 -3.963 0.559
O -0.690 -4.267 1.477
O -2.617 -5.216 0.312
C -2.003 -6.525 0.396
C -3.062 -7.480 0.848
C -1.058 -3.657 -1.034
H -1.205 -6.506 1.133
H -1.609 -6.796 -0.586
H -3.523 -7.082 1.756
H -2.672 -8.468 1.086
H -3.871 -7.627 0.131
H -1.855 -3.380 -1.713
H -0.497 -4.539 -1.344
H -0.335 -2.843 -0.958
O -5.299 0.092 -2.237
S -4.006 -0.024 -1.685
O -3.821 -0.449 -0.330
O -3.210 -1.091 -2.553
C -3.872 -1.687 -3.672
C -3.630 -0.938 -4.981
C -3.058 1.448 -1.942
H -4.935 -1.835 -3.497
H -3.484 -2.705 -3.768
H -4.481 -0.297 -5.219
H -3.488 -1.631 -5.808
H -2.753 -0.301 -4.892
H -2.043 1.139 -2.168
H -3.070 2.010 -1.013
H -3.510 1.969 -2.780
O 4.971 0.065 3.161
S 4.962 0.893 2.016
O 4.768 2.306 2.105
O 6.347 0.615 1.287
C 6.872 1.647 0.422
C 7.740 2.640 1.183
C 3.840 0.234 0.842
H 6.038 2.166 -0.052
H 7.480 1.154 -0.333
H 7.170 3.278 1.857
H 8.287 3.257 0.469
H 8.461 2.123 1.820
H 3.823 0.947 0.016
H 2.876 0.148 1.333
H 4.320 -0.656 0.442
```

Calculated values
- HOMO-LUMO gap (alpha / beta) (eV) = 8.66 / 9.13
- E_LUMO (alpha / beta) (eV) = -0.350 / -0.382
- multiplicity = 6
- ⟨S²⟩ = 8.757


Record order is preserved below.
Molecular weight: 609.79; 803.09; 754.75 g mol⁻¹
Record order is preserved below.
DFT total energy: -3324.56567; -4391.08249; -5222.22332 hartree
Record order is preserved below.
Relative energy (zero: lowest compared OMol25 entry of this formula, charge and spin): 1.23; 35.01; 13.98 kcal per mole